Record 1
Density functional theory data (the ωB97M-V functional and the def2-TZVPD basis) for a 2-piece molecular cluster, C2H8S4 overall in a non-equilibrium geometry.

Geometry (Å):
S -0.62864 0.93878 0.12759
S -2.34746 0.42983 -0.95481
C -3.68811 1.76173 -0.75943
H 0.16333 1.43515 -0.84652
H -4.13870 1.69759 0.24528
H -4.49210 1.68785 -1.51093
H -3.19863 2.74469 -0.86338
S 4.12445 -2.33550 -0.47746
S 2.96292 -2.57337 1.19730
C 1.76762 -1.28440 0.98318
H 4.97975 -1.45024 0.07686
H 0.98411 -1.66529 0.30668
H 2.21201 -0.38068 0.53329
H 1.29945 -1.00609 1.94233

Results
SMILES: CSS.CSS
Relative energy (zero: lowest compared OMol25 entry of this formula, charge and spin): 9.5 kcal/mol
F_max: 1.4 eV/Å

Mulliken atomic charge list, values in e, 6 entries: -0.2315, -0.0434, -0.7317, 0.1762, 0.2649, 0.2960


Record 2
Density functional theory data (the ωB97M-V functional and the def2-TZVPD basis) for the molecule C2H4N2O2S in a non-equilibrium geometry.

Geometry (Å):
C -0.05243 -0.11638 -0.11816
C -0.67685 0.82678 -1.03800
H -0.73094 -2.22031 0.56291
H -1.87452 -1.15975 -0.24766
H 2.11095 -0.54809 1.89146
H 1.22790 2.10821 -0.24242
N -0.81776 -1.15499 0.09395
N 1.12667 0.12300 0.37384
O 1.48622 -1.00109 1.07667
O -1.68642 0.64666 -1.62682
S -0.11283 2.49595 -0.72576

Results
SMILES: N/C(=N\O)C(=O)S
Relative energy (zero: lowest compared OMol25 entry of this formula, charge and spin): 82.6 kcal/mol
F_max: 8.9 eV/Å

Mulliken atomic charge list, values in e, 6 entries: 0.4545, 0.5414, 0.2757, 0.2696, 0.3613, 0.2484